C63H76IN10O14 | ωB97M-V with the def2-TZVPD basis set

The calculation puts the molecular weight at 1324.3 g/mol. Its total energy is -118207.572 eV. As for the charge: +1. The HOMO-LUMO gap comes out at 6.69 eV.

Cartesian coordinates (Å):
C  4.64478  1.18721  -0.23596
C  5.89896  0.33058  -0.39969
C  5.56484  -1.14143  -0.08239
C  6.90203  0.79762  0.69640
C  6.64376  0.50410  -1.73951
C  5.83924  0.49867  -3.05003
C  6.86157  0.27186  -4.19500
C  4.82134  -0.65894  -3.13067
C  5.16010  1.83269  -3.37714
C  4.14684  1.87565  -4.34297
C  3.47845  3.05376  -4.66682
C  3.80247  4.24137  -4.01587
O  3.14275  5.42838  -4.28093
C  1.75608  5.37964  -4.00083
C  1.37192  6.22336  -2.78029
O  0.76142  5.43909  -1.77007
C  -0.61175  5.26315  -1.94419
C  -1.06738  4.25025  -0.90012
C  -1.03258  2.87695  -1.56757
C  -2.13856  2.43633  -2.53304
C  -2.70887  1.14352  -1.88760
I  -4.63238  1.47848  -1.03673
C  -1.64958  0.76012  -0.91956
C  -1.62755  -0.57700  -0.30226
C  -0.63221  -1.55733  -1.03202
C  0.09872  -0.95126  -2.23032
C  1.04810  -1.94812  -2.89810
N  1.92646  -1.33806  -3.91448
C  1.36182  -1.25702  -5.23478
N  1.71631  -2.04129  -6.15979
N  0.34855  -0.28257  -5.53508
N  -0.78072  1.68638  -0.74490
C  4.82561  4.22271  -3.07804
C  5.49094  3.04213  -2.75896
H  4.18977  1.00273  0.73366
H  3.92493  1.09175  -1.04434
H  4.94336  2.23395  -0.22203
H  4.60469  -1.37836  -0.53763
H  5.41051  -1.23741  0.98764
H  6.31410  -1.83021  -0.45853
H  6.76845  0.25316  1.62449
H  7.90416  0.53471  0.35600
H  6.87140  1.87226  0.84881
H  7.36283  -0.31136  -1.79850
H  7.23735  1.41584  -1.71691
H  6.35891  0.16383  -5.14899
H  7.53392  1.12821  -4.20604
H  7.49181  -0.58578  -3.97371
H  3.86975  -0.40843  -2.67419
H  5.25549  -1.55398  -2.69661
H  4.65703  -0.90069  -4.17551
H  3.84269  0.99367  -4.88510
H  2.69554  3.02968  -5.41246
H  1.23559  5.75775  -4.87911
H  1.40560  4.36209  -3.82623
H  2.25455  6.69888  -2.36718
H  0.69661  7.02348  -3.09104
H  -1.20032  6.18174  -1.87490
H  -0.78968  4.84343  -2.94408
H  -0.30373  4.20940  -0.13587
H  -2.04165  4.49138  -0.48470
H  -0.13134  2.96260  -2.18213
H  -1.61519  2.08351  -3.42323
H  -2.82513  3.20210  -2.86132
H  -2.75531  0.34535  -2.62170
H  -2.62961  -0.97254  -0.44772
H  -1.46550  -0.55475  0.77096
H  0.13623  -1.82261  -0.30980
H  -1.16688  -2.44872  -1.32232
H  -0.62714  -0.62775  -2.97725
H  0.71834  -0.11792  -1.90700
H  1.71196  -2.36109  -2.13963
H  0.50397  -2.78942  -3.31599
H  2.22286  -0.42258  -3.59124
H  2.42043  -2.67477  -5.78310
H  -0.55925  -0.64700  -5.26911
H  0.51906  0.55266  -4.98438
H  -0.00230  1.56239  -0.09860
H  5.06517  5.15961  -2.59481
H  6.27020  3.06142  -2.01672
C  0.78087  1.84807  5.75567
C  1.09109  0.71061  5.02514
C  1.31793  0.79903  3.66303
C  1.22523  2.04023  3.05564
C  0.90818  3.18753  3.76818
C  0.68700  3.08246  5.12868
N  1.46760  2.15220  1.61696
O  1.71183  1.13526  0.98360
O  1.37747  3.25182  1.10522
H  0.60759  1.77157  6.82114
H  1.15713  -0.24279  5.51844
H  1.55580  -0.08615  3.09140
H  0.83455  4.14541  3.27609
H  0.43887  3.96351  5.70475
C  -3.90100  -7.67861  -0.30277
C  -2.53058  -7.84607  -0.45444
C  -1.78852  -6.88795  -1.12274
C  -2.43411  -5.77223  -1.62631
C  -3.79953  -5.59283  -1.49227
C  -4.53395  -6.55643  -0.82253
N  -1.64491  -4.75223  -2.32043
O  -0.44760  -4.92629  -2.42536
O  -2.22615  -3.77384  -2.76312
H  -4.47865  -8.42790  0.22129
H  -2.04283  -8.72204  -0.05254
H  -0.72466  -7.01557  -1.25286
H  -4.28728  -4.71996  -1.89971
H  -5.60153  -6.43323  -0.70620
C  -6.56338  0.51191  -5.62545
C  -7.79979  0.37738  -6.24243
C  -8.90535  -0.01828  -5.50499
C  -8.75187  -0.27031  -4.15513
C  -7.52895  -0.14829  -3.52481
C  -6.43016  0.24550  -4.26850
N  -9.92488  -0.67136  -3.35944
O  -10.98191  -0.79104  -3.93946
O  -9.75677  -0.85469  -2.16986
H  -5.70374  0.82542  -6.20342
H  -7.90457  0.58285  -7.29846
H  -9.86937  -0.12477  -5.97965
H  -7.43064  -0.35543  -2.46908
H  -5.46759  0.34613  -3.78592
C  -3.51218  7.53823  3.79829
C  -3.47885  7.59966  5.18467
C  -3.39788  6.43430  5.93013
C  -3.34785  5.22144  5.26890
C  -3.38551  5.13913  3.88913
C  -3.46919  6.30913  3.15235
N  -3.24055  3.98337  6.05599
O  -3.22551  4.08212  7.26508
O  -3.16536  2.93225  5.44889
H  -3.57193  8.45044  3.21971
H  -3.51448  8.55636  5.68641
H  -3.37281  6.47663  7.00881
H  -3.35067  4.18038  3.39322
H  -3.49986  6.26366  2.07218
C  3.49812  -6.55600  1.31989
C  2.27686  -6.35082  0.69069
C  1.11305  -6.83715  1.26348
C  1.19026  -7.52068  2.46127
C  2.39581  -7.73763  3.10053
C  3.55667  -7.25081  2.52099
N  -0.04934  -8.02031  3.07785
O  -1.09384  -7.84645  2.47469
O  0.04024  -8.57715  4.14954
H  4.40620  -6.17266  0.87371
H  2.23047  -5.81035  -0.24550
H  0.16053  -6.67932  0.78367
H  2.43589  -8.27670  4.03528
H  4.50796  -7.41194  3.00844
C  -2.66810  -1.45903  10.04487
C  -2.68697  -0.49765  9.04219
C  -2.08417  -0.75615  7.82270
C  -1.47206  -1.98260  7.62838
C  -1.43858  -2.95021  8.61584
C  -2.04238  -2.68091  9.83288
N  -0.84880  -2.26690  6.32948
O  -0.87417  -1.38205  5.48960
O  -0.33904  -3.35514  6.16297
H  -3.14444  -1.25577  10.99467
H  -3.17438  0.45296  9.20870
H  -2.09841  -0.01179  7.03933
H  -0.95348  -3.89952  8.44438
H  -2.02774  -3.42612  10.61573

Results of the Löwdin charge analysis, in e, for atoms 1 through 99: -0.05 -0.55 -0.05 -0.05 -0.12 -0.46 -0.03 -0.05 -0.17 -0.03 -0.01 -0.28 -0.05 -0.16 -0.15 -0.13 -0.23 -0.08 -0.26 -0.15 -0.66 1.00 -0.29 -0.08 -0.13 -0.19 -0.19 -0.01 -0.52 0.17 0.09 0.23 0.02 -0.02 0.07 0.07 0.08 0.06 0.08 0.09 0.07 0.08 0.08 0.12 0.11 0.09 0.09 0.09 0.05 0.09 0.07 0.10 0.12 0.13 0.11 0.13 0.12 0.13 0.12 0.10 0.12 0.15 0.12 0.11 0.10 0.11 0.14 0.12 0.08 0.09 0.11 0.12 0.10 0.07 0.06 0.07 0.06 0.14 0.12 0.10 -0.04 -0.06 0.01 -0.15 0.00 -0.05 -0.33 0.03 0.08 0.12 0.10 0.12 0.12 0.11 -0.05 -0.06 -0.01 -0.15 0.00